# 1
Below is a molecular structure, C30H42FN6O5Zr, with properties calculated with ωB97M-V with the def2-TZVPD basis set.

Output
net charge	+1
E_tot	-2019.963648	a.u.
multiplicity	1
largest force on an atom	0.0249	hartree/bohr

Positions of all 85 atoms, in Å:
Zr  1.02  0.94  -0.30
O  1.89  -0.85  -1.41
C  3.25  -0.77  -1.92
C  3.32  0.52  -2.71
N  2.70  1.64  -1.97
C  2.07  2.62  -2.89
C  0.65  3.00  -2.50
O  0.03  3.86  -3.05
O  0.17  2.24  -1.51
C  3.66  2.34  -1.08
C  2.83  3.16  -0.09
O  2.86  4.35  -0.02
O  2.02  2.36  0.63
H  1.74  -1.70  -0.97
H  3.42  -1.62  -2.58
H  3.94  -0.80  -1.08
H  2.78  0.40  -3.65
H  4.37  0.74  -2.95
H  2.02  2.19  -3.89
H  2.68  3.53  -2.96
H  4.32  3.02  -1.63
H  4.25  1.60  -0.54
C  -1.46  2.88  1.10
C  -1.63  2.18  2.43
C  -0.49  2.53  3.38
C  -1.94  0.69  2.30
C  -3.24  0.33  2.66
C  -3.65  -0.99  2.67
C  -2.74  -1.97  2.34
C  -1.44  -1.68  1.95
C  -0.61  -2.94  1.73
C  0.41  -2.99  0.60
C  0.03  -3.43  3.03
C  -1.05  -0.32  1.88
N  0.30  0.03  1.46
C  1.26  -0.14  2.49
C  0.96  -0.29  3.85
C  1.96  -0.41  4.79
C  3.30  -0.39  4.43
C  3.64  -0.27  3.09
C  2.61  -0.16  2.19
F  2.91  -0.10  0.82
H  -1.37  3.96  1.21
H  -2.26  2.66  0.39
H  -0.51  2.58  0.65
H  -2.54  2.60  2.88
H  0.49  2.31  2.94
H  -0.57  1.99  4.32
H  -0.51  3.59  3.60
H  -3.92  1.11  2.96
H  -4.66  -1.24  2.95
H  -3.05  -3.01  2.37
H  -1.36  -3.69  1.45
H  1.30  -2.40  0.82
H  -0.06  -2.64  -0.33
H  0.72  -4.02  0.45
H  0.87  -2.81  3.32
H  0.39  -4.45  2.91
H  -0.69  -3.43  3.85
H  -0.08  -0.31  4.16
H  1.69  -0.51  5.83
H  4.08  -0.48  5.17
H  4.66  -0.26  2.74
C  -2.12  -0.50  -1.28
N  -0.97  -0.24  -2.20
C  -1.44  0.72  -3.23
N  -2.59  0.22  -3.96
C  -3.68  -0.03  -3.01
N  -3.28  -1.00  -1.99
C  -2.91  -2.25  -2.66
N  -1.81  -2.04  -3.61
C  -0.67  -1.51  -2.89
C  -2.24  -1.04  -4.59
H  -2.37  0.43  -0.77
H  -1.81  -1.24  -0.53
H  -0.63  0.91  -3.93
H  -1.70  1.66  -2.74
H  -4.54  -0.40  -3.55
H  -3.95  0.91  -2.52
H  -3.77  -2.64  -3.20
H  -2.60  -2.98  -1.91
H  0.15  -1.33  -3.60
H  -0.34  -2.25  -2.16
H  -3.10  -1.42  -5.14
H  -1.42  -0.87  -5.30


# 2
Below is a molecular structure, C30H42HfN2O2P2, with properties calculated with ωB97M-V with the def2-TZVPD basis set.

Output
net charge	+2
E_tot	-2158.487600	a.u.
multiplicity	1
largest force on an atom	0.1069	hartree/bohr

Positions of all 79 atoms, in Å:
P  -1.07  1.57  -1.82
P  0.99  -0.60  -0.88
C  0.42  1.27  -2.89
C  1.10  -0.06  -2.64
H  1.10  2.10  -2.72
H  0.09  1.34  -3.93
H  0.68  -0.87  -3.26
H  2.17  0.00  -2.89
C  2.55  0.10  -0.20
H  2.74  -0.35  0.78
H  2.49  1.19  -0.07
H  3.38  -0.13  -0.88
C  1.27  -2.37  -0.95
H  2.31  -2.56  -1.25
H  0.57  -2.81  -1.67
H  1.10  -2.78  0.06
C  -1.47  3.33  -2.08
H  -2.38  3.58  -1.53
H  -1.61  3.57  -3.14
H  -0.65  3.94  -1.68
C  -2.32  0.64  -2.79
H  -2.07  -0.43  -2.79
H  -2.36  1.01  -3.83
H  -3.31  0.75  -2.33
Hf  -0.66  0.69  0.56
C  2.81  -0.27  -5.30
C  3.51  0.68  -4.66
C  3.91  1.98  -5.31
C  2.82  2.68  -6.16
C  1.42  2.52  -5.67
C  0.58  1.55  -6.08
C  0.99  0.43  -6.99
C  2.39  -0.19  -6.73
C  -2.84  0.55  0.44
H  2.59  -1.23  -4.83
H  3.98  0.50  -3.69
H  4.79  1.79  -5.95
H  4.25  2.68  -4.53
H  3.04  3.77  -6.14
H  2.92  2.37  -7.21
H  1.09  3.32  -5.01
H  -0.49  1.61  -5.88
H  0.95  0.79  -8.03
H  0.24  -0.38  -6.92
H  2.36  -1.23  -7.11
H  3.14  0.34  -7.34
H  -3.10  -0.52  0.51
H  -3.43  1.00  -0.36
H  -3.17  0.99  1.41
O  1.33  -2.29  2.16
C  0.47  -1.70  2.79
N  0.18  -1.81  4.15
C  -0.96  -1.04  4.59
C  -1.10  -0.15  3.33
O  -1.63  0.98  3.16
N  -0.36  -0.66  2.32
C  -2.10  -2.04  4.84
C  -3.30  -1.96  4.14
C  -4.29  -2.93  4.35
C  -4.08  -3.98  5.25
C  -2.88  -4.05  5.96
C  -1.89  -3.08  5.76
C  -0.65  -0.22  5.85
C  -1.52  -0.21  6.95
C  -1.14  0.45  8.13
C  0.08  1.12  8.19
C  0.93  1.14  7.08
C  0.56  0.46  5.91
H  0.59  -2.58  4.67
H  -3.45  -1.15  3.42
H  -5.23  -2.87  3.80
H  -4.84  -4.76  5.39
H  -2.69  -4.86  6.67
H  -0.96  -3.15  6.33
H  -2.48  -0.72  6.90
H  -1.83  0.44  8.99
H  0.37  1.63  9.11
H  1.87  1.68  7.11
H  1.22  0.46  5.04


# 3
Below is a single C30H42N2O4 molecule, with properties calculated with ωB97M-V with the def2-TZVPD basis set.

Output
SMILES	CCCC/C(C(=O)OCC)=C(\OCC)O[C@H](/C=C/c1ccc(N(C)C)cc1)c1ccc(N(C)C)cc1
E_tot	-1578.691560	a.u.
multiplicity	1
largest force on an atom	0.0654	hartree/bohr

Positions of all 78 atoms, in Å:
C  4.75  2.06  2.98
C  4.04  0.72  2.92
C  3.16  0.58  1.68
C  2.21  -0.62  1.72
C  2.76  -1.98  1.54
C  1.81  -3.04  1.96
O  1.53  -4.06  1.37
O  1.19  -2.64  3.10
C  0.26  -3.56  3.72
C  -0.88  -2.77  4.30
C  3.32  -2.24  0.27
O  4.00  -3.34  0.11
O  3.43  -1.28  -0.60
C  4.27  -1.51  -1.81
C  4.21  -0.20  -2.53
H  5.39  2.11  3.87
H  5.37  2.23  2.10
H  4.02  2.88  3.05
H  4.76  -0.11  2.93
H  3.40  0.59  3.81
H  2.51  1.47  1.59
H  3.77  0.55  0.77
H  1.70  -0.62  2.69
H  1.44  -0.45  0.95
H  -0.08  -4.27  2.97
H  0.82  -4.08  4.50
H  -1.54  -3.45  4.85
H  -0.53  -2.00  4.99
H  -1.47  -2.29  3.51
H  5.29  -1.75  -1.48
H  3.82  -2.33  -2.38
H  4.77  -0.27  -3.47
H  3.18  0.08  -2.77
H  4.66  0.60  -1.94
C  1.12  -9.07  1.22
N  2.39  -8.98  1.93
C  3.08  -10.25  2.01
C  3.09  -7.76  1.90
C  2.95  -6.83  2.96
C  3.48  -5.55  2.85
C  4.15  -5.15  1.68
C  4.65  -3.74  1.41
C  6.10  -3.69  1.00
C  6.88  -2.59  0.95
C  8.12  -2.55  0.20
C  9.09  -1.55  0.45
C  10.27  -1.49  -0.27
C  10.51  -2.39  -1.34
N  11.63  -2.23  -2.17
C  12.85  -3.00  -1.96
C  11.50  -1.75  -3.53
C  9.56  -3.42  -1.58
C  8.40  -3.49  -0.82
C  4.39  -6.10  0.69
C  3.90  -7.40  0.81
H  0.58  -8.12  1.32
H  1.27  -9.29  0.14
H  0.54  -9.88  1.66
H  3.87  -10.19  2.77
H  2.35  -11.01  2.30
H  3.53  -10.55  1.05
H  2.40  -7.13  3.85
H  3.37  -4.85  3.68
H  4.44  -3.04  2.23
H  6.49  -4.63  0.59
H  6.61  -1.70  1.53
H  8.90  -0.84  1.25
H  11.02  -0.73  -0.06
H  12.98  -3.23  -0.90
H  12.83  -3.94  -2.54
H  13.70  -2.40  -2.31
H  10.66  -1.04  -3.59
H  12.43  -1.24  -3.80
H  11.33  -2.57  -4.24
H  9.76  -4.14  -2.38
H  7.68  -4.29  -1.03
H  4.95  -5.82  -0.20
H  4.10  -8.12  0.01


# 4
Below is 2 unconnected molecules or ions with the total composition C30H42N3O3, with properties calculated with ωB97M-V with the def2-TZVPD basis set.

Output
net charge	+1
E_tot	-1558.052115	a.u.
multiplicity	1
largest force on an atom	0.0419	hartree/bohr

Positions of all 78 atoms, in Å:
C  7.12  1.52  -2.71
O  6.21  0.40  -2.74
C  4.93  0.57  -2.28
C  4.15  -0.60  -2.17
C  2.91  -0.53  -1.58
C  2.36  0.70  -1.17
C  1.02  0.74  -0.59
C  0.10  1.70  -0.85
C  -1.30  1.67  -0.34
N  -2.32  1.01  -1.32
C  -1.65  0.17  -2.41
C  -2.71  -0.46  -3.31
C  -4.11  -0.09  -2.82
C  -4.25  -0.56  -1.37
C  -3.22  0.12  -0.49
C  -4.25  1.44  -2.86
C  -3.17  2.09  -2.01
C  0.34  2.78  -1.89
C  0.44  4.21  -1.43
O  0.35  2.51  -3.10
C  3.13  1.87  -1.33
C  4.40  1.83  -1.88
H  8.06  1.08  -3.07
H  6.80  2.32  -3.40
H  7.26  1.92  -1.70
H  4.56  -1.53  -2.55
H  2.30  -1.43  -1.48
H  0.73  -0.09  0.04
H  -1.36  1.12  0.60
H  -1.67  2.69  -0.15
H  -0.98  0.83  -2.97
H  -1.03  -0.58  -1.89
H  -2.55  -0.12  -4.34
H  -2.56  -1.54  -3.31
H  -4.87  -0.56  -3.45
H  -5.25  -0.35  -0.98
H  -4.11  -1.65  -1.29
H  -2.56  -0.60  0.02
H  -3.68  0.77  0.28
H  -4.16  1.81  -3.88
H  -5.23  1.75  -2.49
H  -3.58  2.72  -1.21
H  -2.47  2.70  -2.60
H  0.43  4.29  -0.33
H  1.37  4.65  -1.82
H  -0.41  4.77  -1.85
H  2.71  2.82  -1.02
H  4.98  2.74  -2.01
C  -0.07  1.22  4.97
C  -1.09  0.97  3.88
N  -1.17  -0.44  3.45
C  -2.01  -1.32  4.30
C  -3.31  -1.74  3.62
C  -0.19  -0.93  2.59
C  -0.27  -2.29  2.16
N  0.82  -3.06  1.78
C  2.11  -2.56  1.65
C  3.14  -3.40  1.24
C  2.92  -4.74  0.95
C  1.63  -5.24  1.14
C  0.61  -4.42  1.56
O  0.69  -0.12  2.17
H  -0.04  2.29  5.20
H  -0.33  0.68  5.89
H  0.93  0.91  4.63
H  -2.10  1.24  4.22
H  -0.84  1.58  3.00
H  -1.44  -2.21  4.61
H  -2.24  -0.74  5.21
H  -3.91  -2.32  4.32
H  -3.89  -0.86  3.32
H  -3.12  -2.35  2.72
H  -1.14  -2.86  2.46
H  2.25  -1.53  1.94
H  4.14  -2.96  1.17
H  3.72  -5.37  0.59
H  1.42  -6.28  0.95
H  -0.39  -4.80  1.80


# 5
Below is a molecular structure, C30H42N9O9S4Tl, with properties calculated with ωB97M-V with the def2-TZVPD basis set.

Output
net charge	-2
E_tot	-4103.614255	a.u.
multiplicity	1
largest force on an atom	0.0090	hartree/bohr

Positions of all 95 atoms, in Å:
Tl  -0.82  0.69  -0.38
C  -1.83  0.44  -4.71
C  -2.93  -0.60  -4.48
S  -3.26  -0.99  -2.73
C  -3.25  -2.80  -2.85
C  -1.91  -3.45  -3.24
S  -0.53  -2.91  -2.20
C  0.71  -2.40  -3.41
C  0.29  -1.40  -4.48
S  -0.28  0.20  -3.84
H  -1.65  0.53  -5.79
H  -2.16  1.42  -4.34
H  -3.84  -0.22  -4.94
H  -2.68  -1.54  -4.98
H  -3.55  -3.14  -1.86
H  -4.02  -3.14  -3.55
H  -2.02  -4.53  -3.15
H  -1.68  -3.24  -4.28
H  1.50  -1.98  -2.78
H  1.12  -3.29  -3.90
H  1.16  -1.23  -5.12
H  -0.48  -1.81  -5.12
N  -1.37  -1.85  1.12
N  -1.23  -2.02  2.49
C  -0.46  -1.18  3.22
N  -0.35  -1.53  4.52
N  0.10  -0.16  2.59
N  0.75  0.78  3.34
O  0.74  0.80  4.58
O  1.35  1.62  2.69
H  -2.33  -1.99  0.84
H  -0.69  -2.42  0.62
H  -1.24  -2.97  2.84
H  -1.10  -2.08  4.89
H  0.04  -0.80  5.10
C  5.20  -1.43  5.50
C  4.57  -1.78  4.18
C  4.67  -3.06  3.66
C  4.06  -3.39  2.45
C  3.33  -2.43  1.76
C  3.23  -1.15  2.27
C  3.84  -0.83  3.47
S  2.48  -2.88  0.25
O  1.17  -3.33  0.69
O  3.30  -3.92  -0.35
N  2.33  -1.56  -0.57
C  3.45  -0.88  -1.01
C  4.74  -1.39  -1.04
C  5.84  -0.62  -1.48
C  5.68  0.66  -1.92
C  4.38  1.23  -1.92
C  4.15  2.55  -2.37
C  2.89  3.06  -2.36
C  1.84  2.23  -1.91
N  2.01  1.01  -1.50
C  3.27  0.48  -1.48
H  6.07  -2.06  5.71
H  4.49  -1.57  6.33
H  5.53  -0.39  5.53
H  5.24  -3.81  4.19
H  4.16  -4.38  2.03
H  2.67  -0.40  1.72
H  3.75  0.18  3.86
H  4.92  -2.41  -0.74
H  6.82  -1.07  -1.47
H  6.52  1.26  -2.25
H  4.99  3.14  -2.71
H  2.67  4.07  -2.69
H  0.82  2.62  -1.90
O  -2.22  3.39  -3.51
C  -2.39  2.92  -2.37
O  -2.74  1.72  -2.11
C  -2.13  3.80  -1.12
O  -2.74  4.88  -1.02
O  -1.31  3.31  -0.28
C  -3.45  4.22  1.96
N  -3.34  2.80  2.28
C  -2.13  2.47  3.02
C  -3.82  1.83  1.45
O  -3.29  0.73  1.33
N  -4.97  2.14  0.75
C  -5.36  1.23  -0.31
C  -6.06  2.87  1.36
H  -2.44  4.63  1.84
H  -3.98  4.77  2.74
H  -3.92  4.37  0.99
H  -2.07  3.10  3.90
H  -1.25  2.63  2.39
H  -2.17  1.42  3.32
H  -4.48  0.93  -0.87
H  -6.02  1.77  -1.00
H  -5.89  0.35  0.07
H  -5.74  3.32  2.29
H  -6.90  2.19  1.58
H  -6.43  3.66  0.70


# 6
Below is a single C30H43BFN3O4S2 molecule, with properties calculated with ωB97M-V with the def2-TZVPD basis set.

Output
SMILES	CCCCCCCCCCCCCN1C(=O)c2cc(CCCSC(=S)n3ccnc3)c(F)c(B(O)OCC)c2C1=O
E_tot	-2555.310287	a.u.
multiplicity	1
largest force on an atom	0.0416	hartree/bohr

Positions of all 84 atoms, in Å:
C  2.96  2.39  -1.03
C  3.01  3.92  -0.76
C  2.25  4.39  0.50
C  3.04  4.25  1.82
C  3.53  2.82  2.15
C  2.42  1.75  2.19
C  1.98  1.35  3.63
C  0.43  1.31  3.69
C  -0.13  0.20  4.62
C  -1.66  0.08  4.32
C  -1.88  -0.80  3.08
C  -3.31  -0.79  2.48
C  -4.03  0.56  2.43
N  -3.65  1.44  1.31
C  -2.30  1.84  1.14
O  -1.75  2.74  1.73
C  -1.81  0.92  0.02
C  -0.57  0.49  -0.32
C  -0.44  -0.38  -1.40
C  0.96  -0.87  -1.72
C  1.27  -1.13  -3.23
C  1.21  -2.63  -3.55
S  2.54  -3.56  -2.78
C  1.78  -4.74  -1.74
S  0.19  -4.90  -1.44
N  2.69  -5.61  -1.08
C  2.73  -6.97  -1.24
C  3.73  -7.38  -0.42
N  4.30  -6.30  0.23
C  3.64  -5.26  -0.17
C  -1.57  -0.73  -2.09
F  -1.48  -1.55  -3.16
C  -2.85  -0.31  -1.77
B  -4.16  -0.71  -2.57
O  -5.30  -1.15  -1.94
O  -4.17  -0.57  -3.95
C  -3.96  0.76  -4.39
C  -2.65  0.92  -5.19
C  -2.94  0.51  -0.68
C  -4.15  1.15  0.01
O  -5.27  1.37  -0.38
H  2.82  2.24  -2.11
H  3.93  1.96  -0.78
H  2.14  1.88  -0.52
H  2.49  4.39  -1.61
H  4.03  4.30  -0.80
H  1.97  5.45  0.37
H  1.30  3.85  0.51
H  3.93  4.88  1.71
H  2.41  4.63  2.64
H  4.30  2.58  1.41
H  4.01  2.86  3.13
H  2.78  0.83  1.70
H  1.56  2.08  1.59
H  2.46  0.42  3.96
H  2.30  2.17  4.29
H  0.05  1.08  2.70
H  0.07  2.26  4.10
H  -0.06  0.53  5.66
H  0.39  -0.76  4.48
H  -2.02  1.11  4.21
H  -2.16  -0.35  5.19
H  -1.12  -0.62  2.31
H  -1.70  -1.84  3.41
H  -3.92  -1.51  3.05
H  -3.24  -1.22  1.47
H  -5.10  0.34  2.29
H  -3.97  1.14  3.35
H  0.29  0.80  0.26
H  1.11  -1.81  -1.17
H  1.66  -0.15  -1.30
H  2.30  -0.80  -3.40
H  0.55  -0.56  -3.81
H  1.17  -2.76  -4.63
H  0.26  -3.03  -3.16
H  2.13  -7.60  -1.88
H  4.10  -8.37  -0.23
H  3.81  -4.23  0.13
H  -6.00  -0.50  -2.08
H  -4.77  1.08  -5.06
H  -3.94  1.49  -3.57
H  -2.83  0.71  -6.25
H  -1.87  0.25  -4.80
H  -2.27  1.95  -5.14